{"formula": "C84H228N12O24", "method": "wB97M-V/def2-TZVPD", "species": ["C", "C", "C", "O", "H", "H", "H", "H", "H", "H", "H", "H", "C", "C", "C", "O", "H", "H", "H", "H", "H", "H", "H", "H", "C", "C", "C", "O", "H", "H", "H", "H", "H", "H", "H", "H", "C", "C", "C", "O", "H", "H", "H", "H", "H", "H", "H", "H", "C", "C", "C", "O", "H", "H", "H", "H", "H", "H", "H", "H", "C", "C", "C", "O", "H", "H", "H", "H", "H", "H", "H", "H", "C", "C", "C", "O", "H", "H", "H", "H", "H", "H", "H", "H", "C", "C", "C", "O", "H", "H", "H", "H", "H", "H", "H", "H", "C", "C", "C", "O", "H", "H", "H", "H", "H", "H", "H", "H", "C", "C", "C", "O", "H", "H", "H", "H", "H", "H", "H", "H", "C", "C", "C", "O", "H", "H", "H", "H", "H", "H", "H", "H", "C", "C", "C", "O", "H", "H", "H", "H", "H", "H", "H", "H", "C", "C", "C", "O", "C", "N", "H", "H", "H", "H", "H", "H", "H", "H", "H", "H", "H", "C", "C", "C", "O", "C", "N", "H", "H", "H", "H", "H", "H", "H", "H", "H", "H", "H", "C", "C", "C", "O", "C", "N", "H", "H", "H", "H", "H", "H", "H", "H", "H", "H", "H", "C", "C", "C", "O", "C", "N", "H", "H", "H", "H", "H", "H", "H", "H", "H", "H", "H", "C", "C", "C", "O", "C", "N", "H", "H", "H", "H", "H", "H", "H", "H", "H", "H", "H", "C", "C", "C", "O", "C", "N", "H", "H", "H", "H", "H", "H", "H", "H", "H", "H", "H", "C", "C", "C", "O", "C", "N", "H", "H", "H", "H", "H", "H", "H", "H", "H", "H", "H", "C", "C", "C", "O", "C", "N", "H", "H", "H", "H", "H", "H", "H", "H", "H", "H", "H", "C", "C", "C", "O", "C", "N", "H", "H", "H", "H", "H", "H", "H", "H", "H", "H", "H", "C", "C", "C", "O", "C", "N", "H", "H", "H", "H", "H", "H", "H", "H", "H", "H", "H", "C", "C", "C", "O", "C", "N", "H", "H", "H", "H", "H", "H", "H", "H", "H", "H", "H", "C", "C", "C", "O", "C", "N", "H", "H", "H", "H", "H", "H", "H", "H", "H", "H", "H"], "coordinates": [[1.927732, -1.516307, 26.135638], [0.527678, -1.933824, 25.674750], [0.257367, -3.394406, 25.567952], [-0.387719, -1.401764, 26.645611], [2.656123, -1.858889, 25.434639], [2.177900, -1.857394, 27.148338], [1.990267, -0.429838, 26.091760], [0.250152, -1.418753, 24.783948], [0.919916, -3.845964, 24.873276], [-0.697796, -3.762788, 25.272682], [0.345152, -3.789687, 26.573291], [-0.238122, -0.456218, 26.798964], [1.409532, -1.580570, 39.822031], [0.511904, -2.472298, 38.997087], [-0.840847, -2.670376, 39.685088], [0.304523, -1.940244, 37.676214], [2.424118, -1.596213, 39.395148], [1.482007, -1.987804, 40.825300], [1.005239, -0.583361, 39.724334], [0.868811, -3.454923, 38.723273], [-1.215366, -1.704699, 40.016155], [-0.692397, -3.172881, 40.621767], [-1.598410, -3.139183, 39.057938], [-0.277438, -1.102094, 37.731248], [1.965269, -9.120726, 34.144086], [1.541253, -9.062960, 32.671704], [1.721918, -7.668811, 32.140144], [2.466035, -9.939631, 32.008784], [1.964360, -10.125733, 34.611852], [1.360505, -8.555340, 34.777047], [3.020310, -8.857676, 34.088683], [0.515318, -9.335816, 32.403872], [2.781244, -7.344024, 32.247983], [1.072318, -6.962225, 32.638217], [1.524024, -7.710161, 31.063996], [2.228433, -9.950167, 30.993364], [-7.098835, 0.338280, 32.768744], [-6.485635, -0.901938, 33.386473], [-7.467807, -1.590906, 34.317039], [-6.217595, -1.778440, 32.310256], [-7.242295, 1.153606, 33.503578], [-8.024716, 0.099026, 32.265383], [-6.385786, 0.712072, 32.053490], [-5.526315, -0.717717, 33.874515], [-8.156163, -2.176446, 33.705702], [-8.039432, -0.837822, 34.880910], [-7.010481, -2.258117, 35.047703], [-5.264647, -1.992524, 32.283167], [-4.871124, -7.830011, 38.067789], [-3.570232, -7.501697, 37.318283], [-2.853267, -8.690523, 36.671613], [-3.759947, -6.540332, 36.286684], [-4.724346, -8.723132, 38.730262], [-5.677354, -8.137206, 37.416534], [-5.189498, -6.989489, 38.713869], [-2.905227, -6.983131, 37.987491], [-2.602166, -9.390969, 37.419703], [-1.912290, -8.301408, 36.202889], [-3.493203, -9.147994, 35.908962], [-4.635862, -6.173293, 36.477457], [-9.941569, -5.692387, 26.999045], [-9.339255, -4.430128, 27.632229], [-9.231202, -3.358839, 26.539816], [-10.193415, -4.027426, 28.641938], [-9.374300, -5.963130, 26.105484], [-10.976961, -5.515459, 26.712794], [-9.874450, -6.523688, 27.722198], [-8.335988, -4.730364, 27.994156], [-8.717230, -2.383850, 26.851987], [-10.278734, -3.079138, 26.263389], [-8.776212, -3.817128, 25.691021], [-9.885033, -3.163187, 28.986857], [4.291512, -3.792730, 31.815052], [3.683292, -2.426096, 31.815753], [4.552049, -1.237204, 32.130726], [3.339241, -2.198435, 30.426020], [4.815746, -4.078615, 32.722297], [5.109218, -3.872813, 31.069602], [3.494254, -4.470235, 31.559287], [2.755979, -2.361357, 32.397267], [4.108417, -0.230492, 32.045825], [5.363087, -1.164205, 31.415519], [5.017154, -1.212183, 33.112992], [3.061035, -2.981283, 29.995782], [2.256643, 1.142637, 30.192968], [0.818570, 0.948110, 29.755960], [0.307722, -0.445389, 30.007107], [0.088522, 1.917980, 30.442089], [2.203107, 0.760534, 31.269889], [2.475918, 2.210939, 30.255175], [2.887614, 0.593440, 29.520289], [0.692374, 1.081780, 28.674355], [-0.824364, -0.411233, 29.993914], [0.581992, -0.814361, 31.033311], [0.704864, -1.119722, 29.198165], [-0.783324, 1.942652, 30.066285], [-4.818476, -11.888739, 32.975605], [-6.054529, -10.998727, 32.818564], [-6.059951, -9.730570, 33.689949], [-6.229439, -10.664879, 31.437717], [-4.568262, -12.032754, 34.050018], [-3.941325, -11.265093, 32.654943], [-4.894438, -12.807372, 32.347242], [-6.932283, -11.569475, 33.036394], [-5.263047, -9.040839, 33.502561], [-5.842295, -10.053674, 34.739494], [-6.993720, -9.231403, 33.539514], [-5.501165, -10.041122, 31.223221], [1.926214, -6.646354, 27.932730], [2.849884, -5.529254, 28.451974], [3.515507, -4.711286, 27.401714], [2.099533, -4.577811, 29.198404], [1.277178, -6.303436, 27.168933], [1.327166, -7.087668, 28.710782], [2.505192, -7.427694, 27.446795], [3.666822, -5.914127, 29.079511], [4.021113, -3.970455, 28.044008], [2.771720, -4.336494, 26.723529], [4.130793, -5.376438, 26.815257], [1.621771, -5.029640, 29.939420], [-0.509318, -5.292193, 36.784916], [-0.647447, -4.902532, 35.331623], [0.682577, -4.708216, 34.651748], [-1.427599, -5.842666, 34.586478], [0.146628, -4.783886, 37.423075], [-0.186717, -6.343669, 36.738904], [-1.447402, -5.307959, 37.333684], [-1.066017, -3.855388, 35.333186], [0.510517, -4.388258, 33.666702], [1.288816, -5.613372, 34.675439], [1.303268, -3.963513, 35.201956], [-2.286522, -6.019841, 35.020545], [-2.389305, -8.325871, 32.472189], [-3.016492, -7.553990, 31.348339], [-2.273630, -7.753958, 30.036728], [-4.387259, -7.955197, 31.305197], [-1.369530, -8.082589, 32.620305], [-2.562991, -9.379692, 32.243657], [-2.874118, -8.086382, 33.470020], [-2.931188, -6.504217, 31.710575], [-1.258328, -7.438390, 30.051196], [-2.823385, -7.275325, 29.223467], [-2.314890, -8.809128, 29.809255], [-4.805473, -7.554098, 30.483486], [-4.594610, 0.268906, 39.436821], [-5.784931, -0.297456, 38.672821], [-5.301046, -1.176418, 37.547101], [-4.354547, -2.063625, 38.072393], [-4.029185, -3.007789, 37.074578], [-6.617112, -0.993463, 39.662238], [-3.865160, 0.736053, 38.733095], [-4.173966, -0.513944, 40.056935], [-4.954438, 1.046618, 40.082191], [-6.401936, 0.494422, 38.185090], [-4.771897, -0.528318, 36.732201], [-6.145126, -1.703149, 37.047546], [-3.385488, -3.721972, 37.555127], [-3.545666, -2.487665, 36.220867], [-4.901332, -3.541384, 36.670828], [-6.028639, -1.652225, 40.199171], [-7.327904, -1.509637, 39.112970], [-8.989602, -4.954098, 39.418427], [-8.035313, -4.628848, 38.233142], [-8.123137, -5.679921, 37.178396], [-7.232128, -5.329601, 36.160496], [-7.435108, -6.098060, 34.961044], [-8.223836, -3.261478, 37.729298], [-8.936842, -4.223145, 40.240629], [-8.807132, -5.943937, 39.795141], [-10.044947, -4.996388, 39.028231], [-6.998810, -4.687206, 38.581932], [-9.149908, -5.603790, 36.782020], [-7.939709, -6.687626, 37.571638], [-7.297562, -7.143564, 35.168352], [-6.704269, -5.761741, 34.289632], [-8.433081, -5.811806, 34.603788], [-8.011590, -3.349093, 36.758618], [-9.208808, -3.055223, 37.723630], [-1.890598, -0.309104, 35.304753], [-1.371007, 0.876110, 36.143658], [-2.163398, 2.143146, 35.925928], [-3.467481, 1.872751, 36.465028], [-4.241815, 3.006343, 36.498725], [-1.291203, 0.504171, 37.549679], [-2.851668, -0.609855, 35.646799], [-1.132176, -1.131926, 35.339564], [-2.013989, -0.060854, 34.213931], [-0.313254, 1.072786, 35.807694], [-2.281242, 2.399294, 34.844110], [-1.754383, 2.984005, 36.445350], [-4.289572, 3.494530, 35.522741], [-3.840829, 3.703170, 37.221519], [-5.237463, 2.675044, 36.868341], [-0.830972, 1.244145, 38.093373], [-2.222842, 0.319518, 37.948650], [-4.930948, -9.757002, 27.636416], [-6.338813, -9.306824, 27.899274], [-6.377759, -7.798601, 27.751275], [-5.617923, -7.199531, 28.820009], [-5.259854, -5.839725, 28.599553], [-7.302891, -9.822289, 26.977316], [-4.671865, -9.594163, 26.582942], [-4.715489, -10.761669, 28.077978], [-4.302856, -9.053417, 28.256844], [-6.646246, -9.564960, 28.917101], [-7.416954, -7.391169, 27.832845], [-6.004195, -7.562517, 26.750952], [-4.387607, -5.645387, 28.022272], [-5.097012, -5.434012, 29.587381], [-6.074290, -5.288645, 28.095416], [-7.293775, -10.815136, 27.026991], [-8.258893, -9.422722, 27.175530], [-4.281943, -4.262118, 32.661010], [-3.021810, -3.326272, 32.668102], [-1.816320, -3.827039, 31.907104], [-2.101856, -3.846802, 30.527874], [-0.985341, -3.902308, 29.620036], [-3.432118, -1.982776, 32.165233], [-4.066903, -5.251947, 33.047077], [-4.634590, -4.207150, 31.626431], [-5.029686, -3.826419, 33.296375], [-2.793009, -3.203899, 33.749017], [-1.546032, -4.777337, 32.395304], [-0.953345, -3.136315, 32.039167], [-0.193255, -3.259317, 29.997310], [-1.411905, -3.634546, 28.633802], [-0.636772, -4.936957, 29.456326], [-3.325384, -2.006908, 31.131283], [-2.638868, -1.376720, 32.455786], [-8.892113, 0.649115, 28.784173], [-9.736163, -0.082755, 29.786720], [-11.185158, -0.031076, 29.351794], [-12.044091, -0.789980, 30.166558], [-13.260534, -0.936800, 29.480057], [-9.462798, -1.534745, 29.873516], [-9.325323, 1.646110, 28.754444], [-8.936860, 0.172944, 27.759875], [-7.836168, 0.622208, 29.111711], [-9.623066, 0.369727, 30.742468], [-11.131545, -0.546067, 28.358139], [-11.649997, 0.900955, 29.300649], [-13.843332, -1.658941, 29.967510], [-13.173894, -1.196766, 28.412549], [-13.729357, 0.090343, 29.426180], [-8.473062, -1.615784, 30.101092], [-10.041865, -1.945093, 30.645845], [-10.980022, -8.674154, 30.202498], [-9.459910, -8.925463, 30.310934], [-8.795262, -7.804423, 31.143165], [-8.855854, -6.585599, 30.468696], [-8.075361, -5.637989, 31.115556], [-9.255686, -10.236478, 30.976865], [-11.494388, -9.446168, 29.612265], [-11.176515, -7.722635, 29.698815], [-11.389494, -8.658262, 31.250047], [-9.044034, -8.868289, 29.210480], [-7.754896, -8.052537, 31.348848], [-9.285431, -7.758758, 32.139887], [-6.992337, -5.913523, 31.068047], [-8.330724, -5.534780, 32.119834], [-8.222845, -4.619756, 30.697527], [-8.283847, -10.537933, 30.991194], [-9.898189, -10.835564, 30.505127], [-2.217541, -5.736908, 26.771561], [-2.905537, -6.997868, 26.345286], [-3.490890, -6.800594, 24.962324], [-4.252092, -7.934785, 24.632399], [-4.908590, -8.019051, 23.426243], [-1.879753, -8.075904, 26.310138], [-1.301516, -5.679731, 26.183213], [-1.932137, -5.690068, 27.868100], [-2.802062, -4.778604, 26.739014], [-3.726610, -7.249804, 27.062239], [-2.646646, -6.598549, 24.334867], [-4.162334, -5.946710, 24.907161], [-4.241549, -7.978053, 22.604363], [-5.775204, -7.339928, 23.411643], [-5.428935, -8.987272, 23.468750], [-1.949372, -8.752001, 27.146169], [-2.191170, -8.732617, 25.578773], [-11.848043, -3.053775, 33.175557], [-11.309352, -4.394608, 32.717011], [-11.955056, -5.500084, 33.360612], [-11.391372, -5.668028, 34.654533], [-12.284937, -6.457711, 35.394730], [-11.627768, -4.619963, 31.247074], [-12.941454, -2.985965, 33.120113], [-11.377607, -2.275387, 32.644656], [-11.628213, -2.990872, 34.227325], [-10.228780, -4.566491, 32.860073], [-11.852297, -6.468171, 32.900743], [-13.002409, -5.300387, 33.402301], [-11.856802, -6.754263, 36.373302], [-12.552978, -7.403080, 34.952484], [-13.199296, -5.948112, 35.688289], [-11.648615, -3.761074, 30.695754], [-10.942459, -5.216669, 30.778441], [-5.580360, -2.237346, 28.969461], [-4.649374, -1.838745, 27.816969], [-5.345358, -0.821606, 26.940243], [-6.369515, -1.544607, 26.285422], [-7.104741, -0.725930, 25.382361], [-3.375223, -1.288473, 28.243470], [-5.064022, -2.953969, 29.583674], [-6.431467, -2.650960, 28.378174], [-5.785040, -1.334585, 29.610291], [-4.505277, -2.744304, 27.223405], [-4.717468, -0.397112, 26.111680], [-5.661410, 0.102146, 27.504544], [-6.534027, -0.311359, 24.535534], [-7.653368, 0.076220, 25.937405], [-7.794117, -1.394768, 24.910245], [-2.951573, -1.996188, 28.845874], [-2.825249, -1.334688, 27.403258], [-3.407746, 1.107016, 31.283668], [-3.719585, 2.030090, 30.125957], [-3.809932, 3.446073, 30.604943], [-5.136303, 3.733211, 31.042528], [-5.383071, 5.039047, 31.586994], [-2.743629, 1.797171, 29.022768], [-4.113077, 0.898490, 32.011701], [-2.603235, 1.550121, 31.924707], [-2.969090, 0.195741, 30.833029], [-4.720924, 1.712837, 29.738079], [-3.564556, 4.157684, 29.772814], [-3.130246, 3.599913, 31.471413], [-4.575312, 5.707755, 31.411710], [-5.405904, 4.985161, 32.697007], [-6.314695, 5.380397, 31.173168], [-2.717100, 2.409576, 28.228990], [-2.734207, 0.821380, 28.735254], [0.692671, -10.538207, 27.000264], [0.715493, -10.286575, 28.466661], [-0.098240, -11.323225, 29.180800], [-1.498663, -11.308107, 28.709960], [-2.289831, -12.064899, 29.680138], [2.079710, -10.255117, 29.070945], [-0.323282, -10.748013, 26.574547], [1.338670, -11.413328, 26.806787], [1.132372, -9.697489, 26.464307], [0.255821, -9.296974, 28.705970], [-0.100980, -11.187089, 30.251893], [0.248341, -12.362711, 28.974802], [-1.984010, -11.821456, 30.656163], [-2.331653, -13.157694, 29.469215], [-3.368459, -11.728641, 29.557116], [2.639472, -9.510081, 28.696287], [2.566057, -11.116856, 28.898105]], "forces_ev_per_angstrom": [[-0.50, -0.13, -0.25], [-0.43, 1.36, 1.14], [0.27, -0.23, 1.04], [-0.87, -0.07, 0.68], [0.75, -0.45, -0.42], [-0.21, -0.04, -0.27], [-0.05, 0.14, 0.21], [0.30, 0.23, -1.25], [1.06, -0.56, -0.37], [-1.15, 0.70, -0.48], [0.57, -0.44, 0.25], [0.19, -0.40, -0.20], [0.87, -1.09, -0.89], [-1.64, 0.04, -1.30], [0.32, 0.75, 0.11], [-0.78, 1.49, 0.24], [-0.28, 0.19, 0.11], [-0.12, 0.44, 0.36], [-0.02, 0.36, 0.53], [0.83, -0.31, 0.67], [-0.26, 0.38, -0.27], [-0.04, -0.82, 0.41], [0.19, -0.13, 0.05], [0.92, -1.25, -0.07], [0.53, -2.01, -1.12], [0.91, -0.57, 0.09], [1.00, 0.36, -0.48], [-1.02, 0.06, -2.37], [-0.20, 0.18, -0.74], [-0.71, 1.55, 0.96], [-0.02, 0.50, 0.52], [-0.12, -0.42, 0.62], [-0.61, -0.16, 0.09], [-0.27, 0.31, 0.03], [-0.19, 0.29, -0.03], [0.63, -0.12, 2.28], [0.71, 0.77, 0.90], [-0.26, -0.53, -0.31], [-0.33, 0.36, 0.50], [-0.11, -0.69, -0.56], [-0.20, -0.43, -0.23], [-0.31, -0.09, -0.04], [0.13, 0.26, -0.53], [-0.06, 0.46, 0.29], [-0.11, 0.06, 0.01], [0.05, -0.25, -0.06], [0.21, -0.10, -0.14], [-0.03, 0.51, 0.05], [0.62, -0.64, 0.84], [0.19, -0.49, -0.18], [0.07, 1.53, -0.66], [-1.27, 0.36, -0.31], [0.11, 0.84, -0.39], [-0.25, 0.18, -0.49], [0.07, -0.33, -0.41], [0.49, -0.28, 0.81], [0.36, -1.01, 0.78], [-0.80, -0.46, 0.24], [0.15, 0.04, 0.09], [0.15, 0.40, -0.52], [0.47, -0.15, 0.48], [0.18, -0.51, -1.44], [-0.74, 1.47, 1.03], [-0.19, 0.37, 1.05], [-0.01, -0.08, 0.04], [-0.08, -0.01, 0.07], [-0.22, 0.26, -0.27], [-0.15, 0.36, 0.15], [-0.47, -1.57, -0.33], [0.70, -0.22, 0.11], [0.64, 0.09, -0.78], [-0.15, -0.03, -0.21], [1.44, -0.12, 0.31], [-0.47, 1.04, -1.59], [0.96, 1.06, 0.39], [0.18, 1.97, 0.64], [-0.48, -0.11, 0.52], [-0.65, 0.27, -0.01], [-0.05, -0.67, 0.07], [0.10, -0.32, 0.19], [-0.63, -0.74, -0.08], [0.31, -0.38, -0.25], [-0.07, -0.51, 0.30], [-0.69, -1.55, -0.49], [-1.30, -0.25, 1.57], [0.28, 0.12, -0.42], [-0.78, -1.01, 0.41], [0.21, 0.53, 0.78], [0.84, 0.31, -1.42], [0.16, -0.17, -0.32], [0.75, -0.31, 0.22], [0.22, 0.41, -0.25], [1.09, -0.25, -0.31], [-0.02, 0.20, -0.93], [-0.51, 0.33, 1.00], [-1.19, 0.06, -0.39], [0.91, 1.11, 0.16], [0.58, 0.37, -0.28], [0.78, -1.66, 0.92], [0.78, 0.59, -0.21], [-0.50, -0.59, -0.63], [-0.57, -0.63, -0.20], [0.15, 0.63, 0.78], [-0.64, -0.41, 0.38], [0.58, 0.36, -0.75], [-0.83, 0.32, -0.51], [-0.65, 0.33, 0.34], [-0.53, -0.24, -0.01], [1.34, 0.10, 0.25], [-0.66, -0.88, 0.27], [-0.01, -0.40, 0.49], [-0.95, -0.33, 1.35], [-0.84, 0.70, -0.67], [-0.20, -0.21, 0.47], [0.26, -0.24, 0.12], [-0.34, -0.36, 0.14], [0.29, 0.17, -1.26], [-0.27, 0.75, -0.15], [0.81, 0.16, -0.06], [0.61, 0.48, -0.95], [-0.99, -2.42, -0.53], [-0.33, 1.94, 0.59], [0.98, -0.36, 1.72], [0.02, 0.27, 0.19], [1.24, 1.16, 0.25], [0.10, 0.04, 0.34], [-0.44, 0.09, -0.25], [-0.39, -0.87, -0.25], [0.05, 0.41, -1.47], [-0.10, -0.29, -0.25], [-0.68, -0.22, -0.40], [0.45, 0.23, 0.12], [-1.63, -0.44, 1.21], [0.42, 1.14, 1.07], [-1.76, -0.37, -0.07], [-0.31, 0.68, -1.58], [1.15, 0.06, -0.13], [0.39, -0.22, 0.28], [0.27, -0.30, -1.18], [-0.32, -0.20, -0.79], [0.85, 0.45, 0.15], [0.18, 0.26, -0.02], [0.22, -0.60, -0.14], [0.46, -0.80, 1.13], [-0.02, 0.79, -1.02], [-0.15, 0.27, 0.22], [0.49, 1.14, -1.38], [-0.35, -0.77, -0.55], [0.15, 0.31, -0.21], [-0.38, -0.36, -0.63], [-0.40, -0.49, 0.64], [0.42, -0.07, -0.11], [-0.12, 0.45, 0.48], [0.38, -0.26, 0.51], [-0.90, -0.77, 1.11], [0.44, 0.14, 0.40], [0.54, -0.36, -0.15], [0.04, -0.46, 0.34], [-0.15, 0.13, 0.21], [-0.60, 0.31, -0.65], [0.53, -0.07, 0.82], [-0.66, 0.58, -1.18], [0.38, 0.10, 2.00], [-1.24, 0.30, -0.52], [0.88, -0.43, -0.44], [-1.04, 1.18, 1.43], [-0.29, -0.65, 0.35], [0.07, -0.23, -0.42], [0.32, -0.43, 0.32], [0.81, 0.28, 0.36], [0.07, 0.16, 0.32], [-0.05, -0.50, -0.12], [0.02, 0.02, -0.01], [-0.24, -0.66, -0.06], [1.03, 0.36, -1.12], [0.05, -0.65, -0.23], [0.50, 0.41, -0.98], [-0.56, 0.14, 0.21], [1.45, 0.23, -1.08], [1.36, -0.06, -1.00], [-1.51, -0.92, -0.68], [1.21, -0.81, -0.53], [-1.36, 0.06, 0.54], [-0.05, -0.13, 0.62], [-0.70, -0.48, 0.41], [-0.85, 0.45, 0.22], [0.19, 0.16, 0.99], [-0.89, -0.09, 0.26], [0.27, -0.15, 0.57], [0.55, 0.68, 0.42], [-0.29, 0.05, -0.11], [0.13, 0.57, 0.30], [0.43, 0.49, -0.48], [-0.42, -0.40, -0.23], [0.62, 0.24, -0.32], [1.04, 0.20, 1.39], [-0.40, 0.86, 0.75], [-0.72, 0.61, 0.67], [0.35, 0.11, -0.91], [-1.60, 0.23, 0.43], [-1.42, 0.95, -0.80], [0.04, -0.49, 0.20], [-0.19, 0.55, -0.94], [-0.32, -0.77, -0.66], [0.32, 0.13, 0.39], [0.53, -0.36, -0.08], [0.30, 0.26, 0.06], [0.86, -0.42, -0.54], [0.00, 0.40, 0.26], [0.05, -0.16, 0.38], [-0.47, -0.81, -0.07], [1.40, -0.97, -0.24], [1.37, 1.03, -0.71], [-1.30, 0.20, 0.80], [0.83, 0.08, 0.62], [-0.20, -0.48, -0.62], [-1.22, -0.63, 0.15], [1.43, -0.16, -0.16], [0.11, -0.28, -0.37], [-0.32, -0.72, 0.14], [-0.40, 0.27, 0.26], [0.42, 0.00, -0.64], [0.14, -0.21, -0.72], [-0.33, -0.14, 0.26], [0.17, 0.16, -0.40], [0.58, 0.46, 0.53], [0.11, 0.18, 0.52], [-0.25, -0.04, 0.76], [-0.95, -0.08, -0.24], [0.46, -0.88, -0.71], [-1.40, -1.31, -0.22], [0.72, -2.04, -0.85], [0.35, -0.91, -0.01], [0.01, 2.27, -0.90], [0.28, 0.09, 0.73], [0.55, 0.33, -0.27], [-0.12, 0.47, 1.07], [-0.42, 0.42, -0.22], [0.16, 0.60, 1.01], [-0.37, 0.65, 0.28], [-0.19, 2.14, -0.50], [-0.97, -0.76, 0.78], [0.49, -0.37, 0.29], [-0.18, -0.98, 0.34], [-0.10, -0.44, 0.29], [0.92, 0.59, -0.80], [0.25, 0.06, 0.73], [0.20, 0.24, -0.99], [-0.33, -1.21, 0.11], [-0.58, 0.14, -0.55], [1.51, 1.04, -1.48], [-0.08, 1.83, -0.16], [0.20, 0.02, 0.25], [0.02, -0.02, 0.25], [0.14, 0.01, -1.02], [-0.38, -0.12, 1.86], [0.39, -0.24, -0.09], [-0.06, 0.09, -0.34], [-0.54, 0.23, -0.03], [-0.54, -0.07, 2.10], [0.05, -0.74, -0.27], [-0.23, -0.10, -0.33], [0.10, -1.03, -0.08], [0.43, 1.58, 1.76], [-0.73, -0.61, 1.13], [-0.91, -0.10, 0.47], [1.18, -0.70, 1.40], [-1.99, -0.62, 0.81], [-0.78, -2.00, 0.73], [0.00, 0.38, 0.09], [-0.07, -0.78, -1.22], [0.19, -0.83, -0.74], [0.56, 0.05, -0.69], [0.55, -0.14, -1.09], [0.02, 0.51, 0.28], [0.45, 0.32, -1.12], [0.49, 0.54, -0.51], [0.45, -0.02, -0.34], [0.06, 1.75, -1.18], [0.27, 0.41, 0.09], [-0.13, -1.32, 0.78], [0.78, 0.44, -3.66], [-0.26, -1.67, 1.63], [-0.77, -0.19, 0.76], [0.49, -0.29, 2.07], [0.18, 0.57, 0.37], [0.22, -0.13, -0.47], [0.40, 1.19, -0.56], [0.27, 0.39, 0.55], [-0.08, 0.84, 0.22], [0.22, -0.29, -0.94], [-1.11, 0.12, 0.29], [0.34, 0.35, -0.50], [-0.06, -0.35, -0.80], [-0.30, 0.40, -0.41], [0.05, -0.17, 0.37], [-0.15, 0.14, 0.30], [0.20, 1.25, -0.99], [-0.48, 0.39, 0.44], [0.37, 0.58, -1.12], [-0.47, 1.08, -0.28], [-0.23, 0.03, 0.46], [0.12, -0.51, 0.43], [-0.13, -0.63, 0.31], [0.08, 0.19, 1.33], [-0.27, -0.90, -0.61], [0.01, -0.11, -0.29], [0.22, -0.41, 0.72], [-0.26, -0.96, -0.14], [0.42, 0.13, 0.58], [0.44, -0.45, -0.55], [-0.75, -0.27, -0.11], [0.14, 0.25, 0.10], [0.86, 0.30, -0.27], [3.51, 0.06, -0.84], [-1.33, -1.19, -1.12], [-0.01, 1.87, -0.12], [-0.28, -0.11, -0.03], [0.52, -1.63, 0.94], [0.89, -0.02, 1.54], [-2.18, -0.53, 0.75], [-0.07, -0.21, -0.74], [-0.48, 0.18, 0.56], [0.32, 0.54, 0.36], [0.11, -0.39, 0.61], [0.02, 0.08, -0.64], [0.67, 0.75, -0.75], [-0.43, -0.13, -0.49], [-0.31, 0.32, -0.01], [-0.55, 0.35, 0.00], [-0.35, 0.15, 0.01], [0.05, -0.46, -1.38], [-0.09, 1.01, 1.00], [-1.53, -1.38, -0.57], [0.72, -0.48, 1.60], [-1.91, 0.48, -2.69], [-1.10, 0.03, 0.20], [0.86, 0.26, 0.57], [-0.32, 0.15, -0.11], [-0.08, 0.05, -0.14], [0.24, -0.57, -0.22], [0.17, 0.25, 0.42], [0.29, 0.57, 0.12], [0.43, 0.02, 1.37], [0.60, 0.61, 0.21], [1.29, -0.20, 0.15], [0.09, 0.29, -0.29], [0.20, -0.40, -0.12]], "orbital_gap_ev": 9.10, "lumo_ev": 0.470, "e_homo_ev": -8.632, "spin_multiplicity": 1}